[1]
Here is C6H4F7O9S2 as an isolated structure from OMol25. Energies are from ωB97M-V/def2-TZVPD.

Results
**DFT total energy**: -2403.661967 a.u.
**HOMO level**: -0.1602 Ha

ORCA input file:
```
! wB97M-V def2-TZVPD RIJCOSX def2/J DEFGRID3
* xyz -1 1
O 3.93745 -1.40004 2.74689
S 3.10786 -1.37893 1.60777
O 2.09209 -2.35923 1.43779
O 3.96951 -1.29696 0.27655
C 3.23327 -0.54536 -0.72044
C 2.02660 0.04928 0.04659
S 1.69194 1.75426 -0.47007
O 2.02677 2.65148 0.58687
O 2.35589 1.91232 -1.73532
C -0.15335 1.96742 -0.85159
F -0.46616 3.11908 -0.27212
F -0.26964 2.11122 -2.16352
C -1.11667 0.86589 -0.32532
F -0.67244 0.41634 0.86100
F -2.33224 1.43080 -0.15895
C -1.31384 -0.31307 -1.32060
F -2.01398 0.07826 -2.35039
F -0.12302 -0.75438 -1.76970
F -1.94253 -1.29977 -0.72796
O 2.48566 0.07489 1.42113
H 3.93494 0.19369 -1.09852
H 2.86927 -1.19979 -1.51280
H 1.18356 -0.63478 0.05188
C -5.31179 -1.13213 1.46049
O -5.50371 -1.95503 0.53655
O -3.98427 -0.56779 1.42297
O -6.03533 -0.72845 2.36684
H -3.67588 -1.05920 0.65399
*
```

[2]
Here is a 3-piece molecular cluster, C5H11N3 overall from OMol25. Energies are from ωB97M-V/def2-TZVPD.

Results
**ΔE to the lowest compared entry with this formula, charge and spin**: 6.234 eV
**DFT total energy**: -361.160300 a.u.
**HOMO level (spin up / spin down)**: -0.2749 / -0.2597 Ha

ORCA input file:
```
! wB97M-V def2-TZVPD RIJCOSX def2/J DEFGRID3
* xyz 0 1
C 0.20330 1.69507 1.90799
C -0.88250 0.91868 1.27599
N -2.06617 0.71644 1.56318
H -2.61047 0.18842 0.87831
H -0.12747 0.08605 0.35319
H 0.60181 2.39498 1.17012
H -0.16824 2.21293 2.79517
H 1.02277 1.01854 2.15932
C -0.05883 -0.11015 -0.92670
N 0.57731 0.93137 -1.56883
C 1.41811 -2.24874 -0.21839
C -1.08329 -0.82238 -1.42757
N 1.50881 -1.02161 0.00663
H 1.58417 0.89816 -1.47097
H 0.29232 1.09150 -2.52487
H 0.65646 -2.67253 -0.91577
H 2.11243 -2.98083 0.22919
H -1.32600 -0.79781 -2.48209
H -1.65451 -1.49808 -0.80391
*
```

[3]
Here is a 10-piece molecular cluster, C26H75N3O17 overall from OMol25. Energies are from ωB97M-V/def2-TZVPD.

Results
**ΔE to the lowest compared entry with this formula, charge and spin**: 5.445 eV
**DFT total energy**: -2478.581124 a.u.
**SMILES**: COC[C@H](C)N.COC[C@H](C)N.COC[C@H](C)N.OCCO.OCCO.OCCO.OCCO.OCCO.OCCO.OCCO
**HOMO level**: -0.3322 Ha

ORCA input file:
```
! wB97M-V def2-TZVPD RIJCOSX def2/J DEFGRID3
* xyz 0 1
C 11.36942 6.10481 -0.93200
O 10.17276 5.90944 -0.25096
C 9.70124 4.57571 -0.07351
C 8.12180 4.53964 0.29103
C 7.71610 5.27751 1.56094
N 7.61694 3.18763 0.40312
H 11.52556 7.15178 -1.19195
H 11.45245 5.52653 -1.85222
H 12.19171 5.73425 -0.31993
H 9.70390 4.06679 -1.03741
H 10.29922 4.01474 0.64471
H 7.60302 5.00229 -0.54857
H 8.30277 6.19427 1.61984
H 7.95244 4.77406 2.49838
H 6.66535 5.56586 1.53130
H 7.83839 2.84752 1.32799
H 6.60711 3.18939 0.38488
C 1.53588 0.32919 3.42650
O 1.47490 1.38479 2.42901
C 0.07918 1.47378 2.05873
C -0.54791 0.54138 0.93067
C 0.16522 0.45860 -0.42855
N -1.93114 0.82545 0.86043
H 1.23779 -0.71017 3.28877
H 1.29279 0.73121 4.41006
H 2.59049 0.15321 3.63847
H -0.55086 1.16838 2.89412
H -0.06618 2.49712 1.71268
H -0.54563 -0.43084 1.42351
H -0.02519 -0.42138 -1.04294
H 1.25098 0.54441 -0.38535
H -0.23696 1.20125 -1.11763
H -2.10546 1.47874 0.11014
H -2.32485 1.36586 1.61743
C -7.07931 -7.28063 5.25528
O -6.17622 -6.93695 4.18426
C -6.47912 -5.79630 3.37942
C -5.19165 -5.15231 2.84365
C -4.28845 -4.35723 3.85315
N -5.64670 -4.31490 1.72112
H -7.64579 -6.46481 5.70435
H -6.40260 -7.69492 6.00262
H -7.75777 -8.04559 4.87761
H -7.08798 -6.21798 2.57967
H -7.10179 -5.04698 3.86822
H -4.65159 -6.02262 2.47085
H -3.24597 -4.63855 3.70416
H -4.43340 -4.67397 4.88599
H -4.46148 -3.28136 3.87873
H -5.51044 -4.92934 0.93118
H -5.01370 -3.53784 1.59626
O -6.38131 5.80130 5.60610
C -5.94520 5.31283 6.91937
C -4.39041 5.49081 6.99472
O -4.09864 6.87258 7.17057
H -7.05079 6.48871 5.63553
H -6.40399 5.95723 7.66928
H -6.33423 4.30787 7.08317
H -3.91034 5.02747 6.13278
H -4.03133 5.01753 7.90860
H -4.15575 7.15898 8.08507
O -6.10389 -2.34996 -6.85277
C -5.82553 -1.53982 -5.80628
C -5.50103 -0.13225 -6.34054
O -4.33894 -0.11609 -7.12076
H -6.35473 -3.15035 -6.38580
H -6.73142 -1.46228 -5.20508
H -4.98513 -1.89775 -5.21154
H -5.06589 0.22693 -5.40794
H -6.37162 0.49463 -6.53331
H -4.57201 -0.36046 -8.01941
O -0.51808 4.26924 -6.81369
C -0.23055 5.07380 -7.93399
C 0.51503 6.33313 -7.46474
O 1.64354 6.08511 -6.60695
H -1.01811 3.51291 -7.12918
H 0.45165 4.59768 -8.63828
H -1.20201 5.22429 -8.40487
H -0.17224 6.90893 -6.84488
H 0.69534 7.00321 -8.30532
H 1.28814 5.35381 -6.09656
O -1.64798 -6.07600 -2.76211
C -0.34783 -6.10117 -2.01024
C 0.69658 -7.05507 -2.59556
O 0.98750 -6.55208 -3.89519
H -1.40384 -5.54961 -3.52691
H 0.01805 -5.08088 -1.89520
H -0.65471 -6.43936 -1.02051
H 0.34277 -8.08464 -2.64931
H 1.65115 -7.04387 -2.06947
H 0.17562 -6.55321 -4.40749
O 2.74098 -7.31949 5.09828
C 3.52967 -6.61763 6.07831
C 3.93545 -7.59593 7.19924
O 4.58296 -8.77638 6.71264
H 3.18627 -8.16997 5.09593
H 4.30311 -6.15529 5.46502
H 3.05752 -5.74494 6.52952
H 3.07732 -7.93869 7.77739
H 4.59779 -7.07383 7.88975
H 4.87680 -9.26839 7.48283
O 7.67089 -1.39759 -3.39565
C 6.70923 -1.47268 -4.45222
C 5.57778 -2.44245 -4.28043
O 5.93650 -3.84499 -4.36965
H 7.29118 -0.77122 -2.77510
H 6.34252 -0.46678 -4.65663
H 7.28640 -1.61186 -5.36634
H 4.90319 -2.24311 -5.11307
H 5.02824 -2.32709 -3.34619
H 5.21983 -4.41360 -4.07865
O -3.27544 5.76438 -2.32512
C -4.58789 6.36180 -2.42258
C -5.68562 5.69082 -1.56406
O -6.02521 4.44954 -2.08601
H -3.40057 5.02139 -2.92003
H -4.28475 7.38026 -2.17977
H -5.04170 6.37114 -3.41357
H -6.58312 6.30870 -1.53565
H -5.34474 5.61418 -0.53157
H -6.30230 3.85422 -1.38571
*
```

[4]
Here is a 3-piece molecular cluster, C22H29BrFNO9P2 overall from OMol25. Energies are from ωB97M-V/def2-TZVPD.

Results
**DFT total energy**: -4944.157409 a.u.
**SMILES**: C#CCc1c(C[C@H](C)F)c(P(C)C)c2c(c1P(O)Br)C(=O)NC2=O.COC(=O)OC.COC(=O)OC
**HOMO level**: -0.2986 Ha

ORCA input file:
```
! wB97M-V def2-TZVPD RIJCOSX def2/J DEFGRID3
* xyz 0 1
C -1.91128 5.99274 1.85588
C -0.93860 5.70767 1.20632
C 0.21872 5.31737 0.29834
C 0.61681 3.86953 0.65449
C -0.16081 2.72717 0.22576
C -1.40532 2.90828 -0.65929
C -2.76765 2.99493 0.13587
C -3.54911 4.25477 -0.35311
F -2.53322 3.08634 1.51612
C 0.22858 1.40766 0.62600
P -0.58110 -0.20703 0.28871
C -1.94104 -0.20278 -0.95987
C -1.31824 -0.77368 1.92768
C 1.42391 1.33318 1.40543
C 2.23353 2.42235 1.81517
C 1.80009 3.72757 1.43884
P 2.83644 5.18430 1.96244
O 4.40388 4.66776 1.64590
Br 2.68137 5.49441 4.18936
C 3.45129 1.92409 2.61653
O 4.24191 2.48862 3.30334
N 3.43173 0.49528 2.40520
C 2.13689 0.09523 1.95677
O 1.74141 -1.03791 2.00270
H -2.89957 5.95533 2.30083
H -0.10660 5.43305 -0.75773
H 1.01708 6.06064 0.46127
H -1.45855 2.21985 -1.52079
H -1.30026 3.91294 -1.12662
H -3.44044 2.14151 -0.06046
H -2.90319 5.14607 -0.43250
H -4.44197 4.46288 0.26526
H -3.88880 4.02546 -1.38995
H -1.49490 0.00827 -1.95532
H -2.82149 0.43631 -0.75966
H -2.32916 -1.24305 -1.03526
H -1.64044 0.14355 2.46503
H -2.20520 -1.40703 1.72587
H -0.55624 -1.31620 2.51695
H 4.92835 5.07685 2.35585
H 4.21566 0.20756 1.82460
C 0.70559 -8.21414 1.95775
O 0.77146 -6.92948 2.57409
C 1.09152 -5.93563 1.73746
O 1.31512 -6.05129 0.55965
O 1.11839 -4.80084 2.43308
C 1.45148 -3.64006 1.65832
H 0.43996 -8.93263 2.73017
H -0.06303 -8.23193 1.18524
H 1.67370 -8.49157 1.54116
H 0.71172 -3.47997 0.87239
H 2.44967 -3.73920 1.23070
H 1.44343 -2.77165 2.32103
C -1.35224 -1.99490 -6.74606
O -1.42865 -2.03969 -5.32139
C -0.51002 -2.82538 -4.74857
O 0.33093 -3.46196 -5.32418
O -0.69187 -2.77703 -3.42754
C 0.22728 -3.57576 -2.67640
H -2.14097 -1.33128 -7.09367
H -0.39139 -1.59389 -7.06768
H -1.51606 -2.98457 -7.17154
H 1.25029 -3.23645 -2.83453
H 0.12844 -4.62872 -2.93736
H -0.01714 -3.45500 -1.62331
*
```

[5]
Here is C29H20F9N3PRuS2 as an isolated structure from OMol25. Energies are from ωB97M-V/def2-TZVPD.

Results
**ΔE to the lowest compared entry with this formula, charge and spin**: 0.341 eV
**Expectation value of S²**: 6.096
**DFT total energy**: -3411.747493 a.u.
**HOMO level (spin up / spin down)**: -0.6218 / -0.6501 Ha

ORCA input file:
```
! wB97M-V def2-TZVPD RIJCOSX def2/J DEFGRID3
* xyz 3 5
Ru 0.38395 0.41487 1.78706
C -0.78234 -3.13877 5.65949
S 0.87902 -2.94017 5.04332
C 0.78128 -1.68144 3.90056
S -0.62771 -0.78621 3.45497
N 1.99943 -1.44709 3.39756
N 2.03388 -0.45132 2.51162
C 3.21729 0.00640 2.14967
C 3.22768 1.20662 1.37977
C 4.39911 1.79946 0.93089
C 4.32081 3.01921 0.26175
C 3.07998 3.59726 0.08068
C 1.93944 2.94325 0.55958
N 1.99893 1.77734 1.18830
H -0.83808 -4.16735 6.01731
H -1.52383 -2.95395 4.88548
H -0.92925 -2.46121 6.50546
H 4.11730 -0.48900 2.50065
H 5.35340 1.32103 1.11089
H 5.21845 3.50674 -0.09534
H 2.97125 4.55092 -0.41889
H 0.96084 3.38529 0.42253
F 0.04484 -5.44829 -4.63367
C -0.51222 -5.56308 -3.42709
F -1.79197 -5.91258 -3.58802
F 0.11168 -6.53274 -2.75861
C -0.43151 -4.23767 -2.68776
C 0.21245 -4.14882 -1.46351
C 0.26386 -2.92678 -0.81077
C -0.32870 -1.81031 -1.39649
C -0.96537 -1.89991 -2.63952
C -1.01927 -3.12361 -3.27933
P -0.28178 -0.23333 -0.56958
C -1.85177 0.16080 0.22929
C -2.97699 -0.65461 0.13659
C -4.06937 -0.41045 0.95181
C -4.03590 0.61084 1.90072
C -2.91773 1.41102 2.03884
C -1.82678 1.18622 1.19895
C -5.24012 0.80314 2.80786
F -5.31321 -0.22985 3.65992
F -6.35893 0.84078 2.09382
F -5.13330 1.92556 3.51554
C 0.23932 1.09932 -1.64189
C 1.49347 0.96170 -2.24802
C 2.00053 2.00105 -3.00242
C 1.26353 3.17502 -3.13886
C 0.00381 3.30194 -2.57328
C -0.51513 2.25858 -1.81727
C 1.88113 4.31643 -3.92368
F 2.01094 3.99496 -5.20547
F 3.11068 4.57168 -3.42820
F 1.15837 5.42877 -3.82275
H 0.67220 -5.02542 -1.02947
H 0.76873 -2.84685 0.14505
H -1.40488 -1.02641 -3.10676
H -1.50985 -3.21590 -4.23976
H -3.00295 -1.46583 -0.57970
H -4.96205 -1.01644 0.85350
H -2.89939 2.20931 2.76921
H -1.01731 1.94850 1.21708
H 2.05971 0.04262 -2.14354
H 2.96511 1.90937 -3.48566
H -0.57015 4.20656 -2.72302
H -1.50457 2.35284 -1.38733
*
```

[6]
Here is C4H4CoO5 as an isolated structure from OMol25. Energies are from ωB97M-V/def2-TZVPD.

Results
**ΔE to the lowest compared entry with this formula, charge and spin**: 0.000 eV
**Expectation value of S²**: 8.758
**DFT total energy**: -1913.607023 a.u.
**HOMO level (spin up / spin down)**: -0.2464 / -0.4169 Ha

ORCA input file:
```
! wB97M-V def2-TZVPD RIJCOSX def2/J DEFGRID3
* xyz 0 6
O -0.52331 1.31165 -1.94707
C 0.73022 1.15045 -2.37636
C -0.61425 0.75098 -0.60664
O 1.15645 1.64809 -3.39350
O 1.43407 0.39622 -1.55072
C 0.53071 -0.23574 -0.55466
H -1.60015 0.28855 -0.48232
H -0.51906 1.59867 0.09021
H 0.19595 -1.16451 -1.05528
O -0.20756 -0.07844 2.63243
C -0.52080 -1.29522 2.69119
O 0.08915 -2.17058 2.02589
H -1.46794 -1.56137 3.20766
Co 1.31652 -0.63876 1.31918
*
```

[7]
Here is C15H44BNO18 as an isolated structure from OMol25. Energies are from ωB97M-V/def2-TZVPD.

Results
**ΔE to the lowest compared entry with this formula, charge and spin**: 2.723 eV
**DFT total energy**: -2031.696993 a.u.
**HOMO level**: -0.3673 Ha

ORCA input file:
```
! wB97M-V def2-TZVPD RIJCOSX def2/J DEFGRID3
* xyz 0 1
C 0.61980 2.98027 6.53287
C 0.16080 3.79927 5.42387
C -0.98320 3.09027 4.57687
C -0.49120 1.86427 3.76587
N -1.46720 0.78027 3.46487
C -2.39520 1.22127 2.41587
C -3.78920 0.91327 2.97287
C -3.69420 0.73927 4.48087
C -2.20820 0.26327 4.65687
C -0.69920 -0.43173 2.83387
C 0.38080 -1.17173 3.69787
C 0.60280 -2.57273 3.09287
H -0.05120 2.65427 7.40487
H 1.30280 3.59527 6.96987
H 1.16580 2.18027 6.27787
H 1.03080 3.90027 4.62687
H -0.13420 4.69227 5.73187
H -1.65920 3.72227 3.92387
H -1.76520 3.05027 5.17587
H 0.34680 1.43227 4.12287
H -0.10720 2.55327 2.79587
H -2.50420 0.89127 1.26887
H -2.30020 2.32927 2.27287
H -4.12620 0.01127 2.58087
H -4.62020 1.56327 2.49887
H -4.42820 0.10027 4.70587
H -3.74520 1.64027 5.01387
H -2.20620 -0.76973 4.62087
H -1.86620 0.44327 5.64187
H -0.04820 -0.02473 1.88787
H -1.42720 -1.12873 2.40087
H -0.20520 -1.35373 4.79887
H 1.22980 -0.59573 3.73687
H 1.61180 -3.01973 3.58387
H 0.45780 -2.69773 1.92587
H -0.02820 -3.25573 3.45887
O 3.29280 -3.34873 -2.70013
C 2.18280 -2.78573 -2.62013
O 2.13080 -1.50273 -2.49813
B 0.70880 -1.23973 -2.33313
O -0.00820 -2.49173 -2.54113
C 0.86180 -3.42773 -2.68013
O 0.66080 -4.57773 -2.67113
O 0.18780 -0.33973 -3.28713
C -0.22120 0.62227 -2.64813
O -0.86120 1.64327 -3.33213
C -0.25820 0.50527 -1.31113
O 0.27480 -0.63373 -1.01813
O -0.90520 1.14527 -0.49613
O 5.02980 -1.58973 -3.87113
H 5.36380 -1.08673 -3.00513
H 4.23980 -1.99273 -3.58713
O -0.41420 0.15227 -6.13513
H -0.53420 0.03727 -5.14713
H 0.23480 0.90227 -6.18313
O 0.81180 4.16027 -3.43213
H 0.49180 4.18327 -2.54213
H 0.35680 3.47127 -3.95613
O 1.17080 2.66427 -6.05313
H 1.38580 1.97627 -5.21413
H 1.80880 2.67927 -6.80613
O -1.44220 3.94727 -1.00813
H -1.52420 2.95027 -0.75113
H -2.16820 3.79127 -1.62013
O -1.24120 -5.71173 -4.23213
H -0.83420 -6.27873 -4.70113
H -0.73820 -5.51873 -3.54013
O 1.01480 -6.81073 -1.18913
H 0.60680 -6.35473 -0.48913
H 0.92480 -6.03873 -1.88413
O -3.36320 3.07827 -3.19813
H -3.61020 3.22327 -4.15013
H -2.62420 2.60327 -3.26013
O 2.57980 -1.42973 -5.90113
H 2.01480 -0.94973 -5.34613
H 3.37280 -1.06273 -5.69413
O 5.92780 -4.33273 -4.33513
H 5.56680 -3.45673 -4.57913
H 5.58580 -4.16273 -3.39413
*
```

[8]
Here is one molecule with the formula C6H7NO from OMol25. Energies are from ωB97M-V/def2-TZVPD.

Results
**ΔE to the lowest compared entry with this formula, charge and spin**: 4.493 eV
**DFT total energy**: -362.648362 a.u.
**SMILES**: O=CC1=CNCC=C1
**HOMO level**: -0.2960 Ha

ORCA input file:
```
! wB97M-V def2-TZVPD RIJCOSX def2/J DEFGRID3
* xyz 0 1
O 2.93511 -0.07962 -0.99744
C 2.25019 -0.39526 0.12533
C 1.00618 0.07711 0.32976
C 0.62580 0.94172 -0.55875
N -0.72899 0.83178 -1.07541
C -1.87590 0.26256 -0.26104
C -1.26384 -0.58366 0.84496
C 0.04431 -0.80491 1.03305
H 2.68619 -1.31399 0.63993
H 1.62666 1.48717 -1.01518
H -1.00140 1.13784 -1.89189
H -2.69873 -0.23011 -1.02826
H -2.42892 1.03625 0.43999
H -1.75219 -1.09538 1.66059
H 0.57553 -1.27151 1.75436
*
```

- The lowest DFT total energy belongs to which entry?
  C22H29BrFNO9P2

- Which of these has the highest DFT total energy?
  C5H11N3